(1)
213
Properties=species:S:1:pos:R:3 method="wB97M-V/def2-TZVPD" homo_ev=-14.1 de_lowest_kj_mol=162.0 mol_weight_g_mol=1056.75 e_tot_ha=-3989.3201 charge=+3
F 0.635 2.449 1.435
C 1.197 1.232 5.471
C -0.207 1.241 6.153
C -1.330 1.110 5.084
C -1.389 2.362 4.162
P -2.568 2.255 2.815
C -4.204 2.224 3.523
C -4.720 3.494 4.260
C -6.219 3.603 4.653
C -6.465 2.892 6.003
C -2.523 3.705 1.604
C -2.274 5.096 2.219
C -0.795 5.552 1.999
C -0.667 7.014 2.279
C -2.234 0.839 1.699
C -2.903 -0.547 2.145
C -1.885 -1.648 2.145
C -2.422 -2.947 2.737
H 1.450 0.281 5.001
H 2.011 1.346 6.187
H 1.274 2.022 4.723
H -0.426 2.139 6.730
H -0.120 0.398 6.839
H -2.213 1.166 5.720
H -1.267 0.189 4.504
H -0.427 2.643 3.733
H -1.629 3.233 4.772
H -4.126 1.352 4.171
H -4.868 1.844 2.747
H -4.449 4.338 3.626
H -4.080 3.522 5.141
H -6.891 3.197 3.897
H -6.535 4.625 4.860
H -7.554 2.845 6.007
H -5.998 3.420 6.834
H -6.128 1.859 5.911
H -3.431 3.701 1.002
H -1.757 3.542 0.846
H -2.289 5.090 3.309
H -2.886 5.915 1.842
H -0.438 5.310 0.998
H -0.088 4.969 2.589
H -0.966 7.295 3.289
H -1.394 7.547 1.666
H 0.303 7.463 2.066
H -1.148 0.755 1.662
H -2.706 0.993 0.729
H -3.689 -0.911 1.483
H -3.269 -0.445 3.167
H -1.110 -1.302 2.828
H -1.610 -1.820 1.104
H -3.309 -3.337 2.237
H -2.815 -2.802 3.743
H -1.671 -3.735 2.677
C -2.407 3.615 -3.221
C -2.717 2.424 -4.087
C -3.810 1.530 -3.444
C -3.993 0.306 -4.339
P -5.374 -0.787 -3.811
C -5.735 -1.991 -5.221
C -5.814 -1.419 -6.643
C -6.835 -2.147 -7.563
C -6.327 -3.348 -8.462
C -4.971 -1.545 -2.248
C -3.858 -2.614 -2.294
C -3.485 -3.162 -0.919
C -4.501 -4.180 -0.446
C -6.936 0.218 -3.634
C -7.811 0.462 -4.902
C -9.193 1.088 -4.734
C -9.072 2.467 -4.090
H -1.682 4.193 -3.794
H -1.921 3.212 -2.332
H -3.272 4.210 -2.928
H -1.810 1.825 -4.169
H -3.070 2.719 -5.075
H -4.654 2.197 -3.270
H -3.470 1.284 -2.438
H -3.037 -0.211 -4.252
H -4.054 0.528 -5.404
H -6.649 -2.556 -5.043
H -4.889 -2.678 -5.240
H -4.814 -1.400 -7.077
H -6.099 -0.370 -6.557
H -7.210 -1.369 -8.228
H -7.722 -2.438 -7.000
H -7.149 -3.842 -8.980
H -5.762 -4.018 -7.814
H -5.493 -3.013 -9.078
H -5.946 -1.977 -2.021
H -4.647 -0.831 -1.491
H -2.962 -2.232 -2.784
H -4.302 -3.460 -2.818
H -3.387 -2.335 -0.215
H -2.441 -3.472 -0.861
H -4.129 -4.572 0.500
H -4.656 -5.129 -0.960
H -5.508 -3.769 -0.381
H -6.783 1.070 -2.972
H -7.515 -0.390 -2.939
H -7.888 -0.502 -5.406
H -7.207 1.177 -5.459
H -9.838 0.370 -4.228
H -9.668 1.193 -5.709
H -8.255 3.092 -4.452
H -8.773 2.404 -3.043
H -10.045 2.954 -4.026
C -0.742 0.014 -1.434
C 0.438 0.998 -1.638
C 1.813 0.506 -1.218
C 3.052 1.344 -1.658
P 3.609 2.743 -0.609
C 5.351 3.123 -1.174
C 6.010 4.497 -0.782
C 6.971 4.425 0.382
C 7.633 5.652 0.839
C 2.523 4.177 -0.932
C 2.282 4.627 -2.432
C 1.720 5.965 -2.498
C 1.213 6.352 -3.920
C 3.802 2.222 1.176
C 3.696 3.399 2.209
C 3.963 2.908 3.620
C 3.947 3.983 4.736
H -1.066 -0.238 -2.444
H -1.584 0.410 -0.866
H -0.355 -0.779 -0.793
H 0.182 1.960 -1.194
H 0.479 1.210 -2.706
H 1.919 -0.514 -1.586
H 1.729 0.374 -0.139
H 2.905 1.707 -2.675
H 3.851 0.603 -1.671
H 5.311 3.096 -2.263
H 6.007 2.305 -0.877
H 5.261 5.270 -0.611
H 6.558 4.842 -1.658
H 7.707 3.653 0.156
H 6.451 3.951 1.215
H 6.982 6.417 1.261
H 8.454 6.046 0.239
H 8.235 5.454 1.726
H 2.776 5.065 -0.354
H 1.522 3.835 -0.668
H 1.830 3.888 -3.094
H 3.258 4.590 -2.917
H 2.485 6.657 -2.145
H 0.863 6.028 -1.827
H 0.466 5.590 -4.145
H 1.946 6.383 -4.726
H 0.644 7.278 -4.006
H 4.800 1.786 1.227
H 3.125 1.397 1.398
H 2.761 3.959 2.175
H 4.439 4.181 2.055
H 4.926 2.397 3.614
H 3.229 2.157 3.910
H 4.023 3.393 5.649
H 2.953 4.430 4.731
H 4.699 4.770 4.782
C 9.970 -7.358 2.401
C 9.097 -6.699 1.319
C 7.705 -6.217 1.856
C 6.911 -5.353 0.839
P 5.165 -4.871 1.210
C 4.465 -4.156 -0.305
C 2.874 -4.197 -0.496
C 2.453 -3.848 -1.928
C 1.009 -3.709 -2.133
C 4.335 -6.438 1.543
C 4.054 -7.300 0.293
C 2.711 -8.035 0.483
C 2.464 -8.994 -0.652
C 5.233 -3.642 2.588
C 3.830 -3.014 2.940
C 3.543 -1.694 2.187
C 2.129 -1.263 2.523
H 10.124 -6.771 3.306
H 10.961 -7.530 1.983
H 9.455 -8.236 2.792
H 8.931 -7.385 0.489
H 9.777 -5.959 0.898
H 7.874 -5.664 2.780
H 7.121 -7.108 2.088
H 6.787 -5.820 -0.138
H 7.414 -4.391 0.745
H 4.944 -4.693 -1.124
H 4.771 -3.127 -0.495
H 2.396 -3.387 0.054
H 2.459 -5.162 -0.204
H 2.958 -4.580 -2.559
H 2.922 -2.902 -2.196
H 0.378 -4.558 -1.870
H 0.875 -3.638 -3.213
H 0.639 -2.780 -1.699
H 3.471 -6.027 2.065
H 4.970 -6.963 2.258
H 4.887 -7.999 0.220
H 3.934 -6.833 -0.684
H 1.930 -7.281 0.388
H 2.735 -8.479 1.478
H 1.499 -9.495 -0.581
H 3.258 -9.739 -0.704
H 2.587 -8.550 -1.640
H 5.940 -2.833 2.405
H 5.589 -4.158 3.479
H 3.746 -2.967 4.026
H 2.948 -3.647 2.852
H 3.744 -1.997 1.159
H 4.328 -0.977 2.429
H 1.765 -0.470 1.870
H 2.234 -0.875 3.536
H 1.414 -2.073 2.665

---

(2)
64
Properties=species:S:1:pos:R:3 method="wB97M-V/def2-TZVPD" homo_ev=-8.7 de_lowest_kj_mol=2285.7 mol_weight_g_mol=414.55 e_tot_ha=-1340.8130
C 7.083 2.696 -0.119
H 7.724 2.030 -0.886
C 7.150 2.204 1.177
C 6.130 0.863 1.313
C 6.537 -0.492 0.353
C 5.773 -0.499 -0.808
N 4.302 -0.774 -0.564
C 3.524 0.428 -1.126
O 3.872 1.526 -1.452
N 2.242 0.100 -0.867
C 1.613 -0.863 -0.463
C 0.192 -1.153 -0.466
C -0.176 -2.666 -0.085
C 0.698 -3.444 0.354
C 2.026 -3.372 0.052
C 2.476 -2.154 -0.098
C 4.029 -2.091 -0.319
O 4.773 -2.862 -0.124
H 2.839 -4.045 0.320
H 0.237 -4.426 0.764
C -1.717 -2.718 0.110
O -2.245 -3.241 1.291
N -2.434 -2.048 -0.719
H -2.041 -1.695 -1.401
C -3.874 -2.062 -1.037
H -4.104 -2.932 -1.566
H -4.173 -2.777 0.185
C -4.490 -0.711 -1.117
N -4.808 -0.139 0.236
C -3.476 0.486 0.697
C -3.143 1.929 -0.184
C -4.366 2.760 -0.331
C -5.539 2.107 -0.721
H -6.454 2.608 -0.744
H -5.437 1.695 -1.774
C -5.811 1.031 0.158
C -7.145 0.167 -0.436
H -7.249 -0.794 0.475
H -7.291 0.090 -1.325
H -8.114 0.906 0.174
H -5.875 1.079 1.320
H -4.690 3.251 1.029
H -4.176 3.590 -0.815
H -2.351 2.158 0.378
H -2.958 1.623 -1.226
H -2.548 -0.262 0.454
C -3.506 0.638 2.180
H -2.463 0.814 2.565
H -3.932 -0.064 2.509
H -4.371 1.640 2.451
H -3.896 -0.298 -1.894
H -5.478 -1.031 -1.576
H -0.179 -0.355 -0.649
H 1.655 0.841 -0.952
H 6.363 -1.326 -1.294
H 5.991 0.603 -1.222
H 7.566 -0.339 0.272
H 6.216 -1.230 1.103
H 6.082 0.705 2.415
H 5.206 1.174 1.354
H 8.065 1.767 1.428
H 6.682 2.874 1.985
H 7.589 3.665 -0.261
H 5.874 2.811 -0.480

---

(3)
17
Properties=species:S:1:pos:R:3 method="wB97M-V/def2-TZVPD" homo_ev=-8.9 de_lowest_kj_mol=290.3 mol_weight_g_mol=89.14 smiles=CCOCNC e_tot_ha=-288.9064
C 1.422 -1.056 -1.789
C 1.570 -0.443 -0.414
O 0.343 0.363 -0.296
C -0.736 -0.300 0.151
N -1.836 0.472 0.622
C -1.401 1.465 1.641
H 1.613 -0.394 -2.620
H 0.536 -1.782 -2.017
H 2.421 -1.641 -1.784
H 1.679 -1.229 0.435
H 2.442 0.382 -0.455
H -0.419 -0.849 1.004
H -1.269 -0.970 -0.403
H -2.447 0.891 -0.016
H -2.106 1.346 2.427
H -1.469 2.504 1.447
H -0.343 1.240 2.067

---

(4)
175
Properties=species:S:1:pos:R:3 method="wB97M-V/def2-TZVPD" homo_ev=-7.9 mol_weight_g_mol=1271.78 e_tot_ha=-5630.9899
C 7.123 0.172 3.633
C 6.801 1.356 2.730
C 5.984 0.739 1.590
S 4.838 -0.329 2.486
O 4.821 -1.584 1.735
O 3.572 0.394 2.676
C 5.818 -0.486 4.012
H 7.728 0.538 4.440
H 7.773 -0.542 3.117
H 7.658 1.858 2.331
H 6.218 2.083 3.348
H 6.641 0.110 0.992
H 5.327 1.448 1.067
H 5.963 -1.546 4.143
H 5.330 -0.100 4.906
C -2.720 1.819 3.433
C -3.532 1.813 2.135
C -4.861 1.212 2.414
S -5.328 1.885 4.029
O -6.087 1.092 4.954
O -5.802 3.235 3.725
C -3.677 2.042 4.579
H -1.982 2.611 3.285
H -2.244 0.829 3.621
H -2.971 1.214 1.347
H -3.571 2.801 1.763
H -4.910 0.079 2.399
H -5.622 1.649 1.721
H -3.553 1.285 5.332
H -3.597 3.070 5.009
C -0.428 -5.056 -0.385
C 0.565 -5.055 -1.549
C 0.202 -6.058 -2.638
S -1.140 -6.985 -1.904
O -1.075 -8.407 -2.165
O -2.360 -6.239 -2.214
C -0.845 -6.530 -0.236
H -1.193 -4.296 -0.587
H -0.051 -4.678 0.576
H 1.595 -5.261 -1.164
H 0.698 -4.042 -1.913
H 0.968 -6.773 -2.863
H -0.219 -5.561 -3.524
H -0.021 -7.110 0.162
H -1.701 -6.666 0.383
C -0.123 2.250 5.896
C 0.807 3.076 4.975
C 1.539 2.062 4.027
S 1.345 0.446 4.860
O 2.620 -0.153 5.225
O 0.334 -0.414 4.232
C 0.576 1.023 6.413
H -1.041 2.022 5.356
H -0.525 2.871 6.742
H 1.413 3.679 5.579
H 0.130 3.774 4.429
H 2.649 2.162 4.026
H 1.072 1.968 3.039
H 1.260 1.354 7.196
H -0.037 0.225 6.855
C 0.729 -1.705 0.076
C 0.685 -0.708 1.171
C 0.601 0.680 0.524
S -0.024 0.346 -1.193
O 1.135 0.423 -2.130
O -1.189 1.157 -1.532
C -0.334 -1.388 -0.960
H 0.562 -2.646 0.560
H 1.699 -1.732 -0.419
H 1.657 -0.745 1.678
H -0.135 -0.893 1.821
H 1.662 1.024 0.259
H -0.024 1.443 1.003
H -0.249 -1.857 -1.955
H -1.353 -1.504 -0.602
N -1.120 4.400 -0.258
C 0.152 4.343 0.151
C 0.207 4.788 1.460
C -1.062 5.215 1.779
C -1.903 4.968 0.749
H -1.527 3.992 -1.043
H 0.937 4.038 -0.557
H 1.176 5.039 2.000
H -1.496 5.644 2.690
H -2.951 4.897 0.705
N -3.795 -3.564 -2.956
C -5.033 -3.103 -2.642
C -4.983 -1.758 -2.386
C -3.649 -1.357 -2.652
C -2.940 -2.521 -2.960
H -3.510 -4.598 -3.028
H -5.894 -3.783 -2.702
H -5.935 -1.259 -2.268
H -3.195 -0.398 -2.538
H -1.897 -2.630 -3.236
N -1.047 -1.664 -5.506
C 0.102 -1.562 -4.772
C 0.511 -2.888 -4.544
C -0.360 -3.745 -5.262
C -1.310 -2.964 -5.866
H -1.596 -0.832 -5.760
H 0.375 -0.633 -4.378
H 1.484 -3.155 -4.138
H -0.223 -4.795 -5.396
H -2.207 -3.180 -6.410
N 0.808 3.491 -3.348
C 0.784 4.849 -3.409
C 1.925 5.227 -4.035
C 2.707 4.074 -4.251
C 1.961 2.994 -3.765
H 0.176 2.919 -2.734
H -0.071 5.418 -3.243
H 2.113 6.210 -4.344
H 3.759 3.996 -4.568
H 2.120 1.973 -3.672
N -4.919 4.964 -2.054
C -4.157 5.988 -1.556
C -2.914 5.960 -2.154
C -2.912 4.807 -3.006
C -4.158 4.282 -2.982
H -5.855 4.696 -1.875
H -4.558 6.682 -0.804
H -2.068 6.577 -1.849
H -2.125 4.433 -3.727
H -4.645 3.463 -3.521
N 3.476 4.232 -1.362
C 3.565 5.229 -0.424
C 3.694 4.621 0.789
C 3.627 3.237 0.603
C 3.490 3.018 -0.754
H 3.462 4.409 -2.353
H 3.416 6.246 -0.587
H 3.740 5.160 1.725
H 3.471 2.494 1.350
H 3.163 2.157 -1.247
N 1.146 -3.359 3.592
C 2.276 -3.702 2.797
C 2.028 -5.024 2.325
C 0.801 -5.443 2.871
C 0.285 -4.402 3.639
H 1.086 -2.601 4.241
H 2.991 -2.968 2.543
H 2.678 -5.572 1.690
H 0.413 -6.417 2.955
H -0.581 -4.433 4.306
N -2.444 1.267 -4.718
C -1.492 1.852 -5.551
C -1.856 1.604 -6.878
C -3.042 0.815 -6.844
C -3.403 0.689 -5.523
H -2.584 1.330 -3.737
H -0.662 2.412 -5.177
H -1.408 1.898 -7.814
H -3.655 0.539 -7.702
H -4.118 0.018 -5.113
N 4.135 -3.057 -1.043
C 4.216 -4.394 -0.925
C 4.032 -4.939 -2.177
C 3.733 -3.880 -3.035
C 3.885 -2.698 -2.359
H 4.459 -2.480 -0.276
H 4.343 -4.752 0.099
H 3.953 -5.986 -2.416
H 3.403 -3.938 -4.018
H 3.608 -1.695 -2.559
N -2.350 -1.689 3.693
C -2.312 -2.257 2.484
C -3.585 -2.698 2.149
C -4.383 -2.385 3.223
C -3.634 -1.785 4.212
H -1.503 -1.383 4.159
H -1.354 -2.266 1.938
H -3.852 -3.063 1.147
H -5.404 -2.663 3.371
H -3.808 -1.505 5.227